[1]
DFT (wB97M-V/def2-TZVPD) results for a 2-piece molecular cluster, C2Br2F2S overall at a distorted geometry.

Results
Energy above the lowest of the compared OMol25 structures with the same formula, charge and spin = 52.44 kcal/mol
Frontier orbital gap (alpha / beta) = 7.1 / 8.5 eV

The geometry in ORCA input format:
```
! wB97M-V def2-TZVPD RIJCOSX def2/J DEFGRID3
* xyz 0 1
C 0.833 0.074 1.958
C -0.636 0.071 -1.330
F 0.520 0.261 -1.974
F -1.031 -1.194 -1.509
S 2.211 0.810 1.897
Br 0.063 -1.370 2.729
Br -1.960 1.348 -1.770
*
```



[2]
DFT (wB97M-V/def2-TZVPD) results for a 2-piece molecular cluster, C2Br3F overall at a distorted geometry.

Results
Energy above the lowest of the compared OMol25 structures with the same formula, charge and spin = 53.75 kcal/mol
Frontier orbital gap (alpha / beta) = 7.1 / 7.1 eV

The geometry in ORCA input format:
```
! wB97M-V def2-TZVPD RIJCOSX def2/J DEFGRID3
* xyz 0 1
C -0.719 0.381 0.007
C 0.139 -0.607 -0.035
F -2.042 0.162 0.068
Br -0.312 2.211 -0.002
Br 2.812 0.257 -0.037
Br 0.122 -2.405 0.000
*
```



[3]
DFT (wB97M-V/def2-TZVPD) results for C2BrClF3N as an isolated structure at a distorted geometry.

Results
Frontier orbital gap = 10.0 eV

The geometry in ORCA input format:
```
! wB97M-V def2-TZVPD RIJCOSX def2/J DEFGRID3
* xyz 0 1
C 0.047 0.483 -0.063
C 0.023 -0.940 0.423
N -0.611 0.789 -1.228
F 0.669 1.415 0.730
F -0.851 -1.146 1.405
F -0.329 -1.659 -0.636
Cl 1.695 -1.413 1.002
Br -0.643 2.470 -1.634
*
```



[4]
DFT (wB97M-V/def2-TZVPD) results for C2BrClFIO as an isolated structure at a distorted geometry.

Results
Energy above the lowest of the compared OMol25 structures with the same formula, charge and spin = 74.27 kcal/mol
Frontier orbital gap (alpha / beta) = 7.1 / 8.6 eV

The geometry in ORCA input format:
```
! wB97M-V def2-TZVPD RIJCOSX def2/J DEFGRID3
* xyz 0 1
C -1.210 -0.379 0.933
C 1.010 0.444 -0.596
O -1.217 -0.959 1.939
F 0.175 0.296 -1.594
Cl -2.436 -0.513 -0.226
Br 1.405 2.246 -0.245
I 2.272 -1.136 -0.211
*
```



[5]
DFT (wB97M-V/def2-TZVPD) results for an isolated molecule of C2BrClO3S at a distorted geometry.

Results
Energy above the lowest of the compared OMol25 structures with the same formula, charge and spin = 10.93 kcal/mol
Frontier orbital gap = 8.4 eV

The geometry in ORCA input format:
```
! wB97M-V def2-TZVPD RIJCOSX def2/J DEFGRID3
* xyz 0 1
C 1.061 1.176 -0.336
C 0.537 -0.110 0.422
O 2.216 1.420 -0.270
O 0.757 -0.133 1.566
O -1.012 -2.405 0.868
S -0.793 -1.688 -0.329
Cl -2.405 -0.397 -0.765
Br -0.361 2.136 -1.155
*
```



[6]
DFT (wB97M-V/def2-TZVPD) results for an isolated molecule of C2Cl2F2 at a distorted geometry.

Results
Energy above the lowest of the compared OMol25 structures with the same formula, charge and spin = 14.88 kcal/mol
SMILES = F/C(Cl)=C(/F)Cl
Frontier orbital gap = 9.9 eV

The geometry in ORCA input format:
```
! wB97M-V def2-TZVPD RIJCOSX def2/J DEFGRID3
* xyz 0 1
F 0.618 1.688 0.037
C 0.584 0.386 0.059
Cl 2.020 -0.270 -0.115
C -0.565 -0.390 0.089
F -0.434 -1.660 0.038
Cl -2.223 0.246 -0.107
*
```



[7]
DFT (wB97M-V/def2-TZVPD) results for an isolated molecule of C2Cl2F2N2 at a distorted geometry.

Results
Energy above the lowest of the compared OMol25 structures with the same formula, charge and spin = 74.25 kcal/mol
Frontier orbital gap = 8.9 eV

The geometry in ORCA input format:
```
! wB97M-V def2-TZVPD RIJCOSX def2/J DEFGRID3
* xyz 0 1
C 0.082 -0.118 0.453
C -0.230 1.117 1.383
N 0.139 0.526 -0.825
N -0.530 -0.872 -0.417
F 1.176 -0.595 1.193
F -1.397 1.535 1.159
Cl 1.769 0.562 -1.496
Cl 0.166 -2.451 -0.621
*
```



[8]
DFT (wB97M-V/def2-TZVPD) results for a 3-piece molecular cluster, C2Cl2O3 overall at a distorted geometry.

Results
Energy above the lowest of the compared OMol25 structures with the same formula, charge and spin = 60.40 kcal/mol
Frontier orbital gap (alpha / beta) = 11.1 / 5.2 eV

The geometry in ORCA input format:
```
! wB97M-V def2-TZVPD RIJCOSX def2/J DEFGRID3
* xyz 0 1
C -0.559 0.616 -0.250
C 1.484 -0.567 -0.116
O -0.091 1.544 -0.676
O 1.584 -1.397 -0.906
O -1.098 -0.289 0.223
Cl 2.164 0.117 1.135
Cl -3.484 -0.023 0.591
*
```



[9]
DFT (wB97M-V/def2-TZVPD) results for an isolated molecule of C2Cl4S at a distorted geometry.

Results
Energy above the lowest of the compared OMol25 structures with the same formula, charge and spin = 0.00 kcal/mol
SMILES = ClC1(Cl)SC1(Cl)Cl
Frontier orbital gap = 10.0 eV

The geometry in ORCA input format:
```
! wB97M-V def2-TZVPD RIJCOSX def2/J DEFGRID3
* xyz 0 1
Cl 1.629 -1.457 0.453
C 0.883 0.002 -0.083
Cl 1.631 1.459 0.455
S -0.001 -0.001 -1.654
C -0.887 0.000 -0.082
Cl -1.624 -1.463 0.457
Cl -1.631 1.460 0.454
*
```



[10]
DFT (wB97M-V/def2-TZVPD) results for a 2-piece molecular cluster, C2ClF3 overall at a distorted geometry.

Results
Energy above the lowest of the compared OMol25 structures with the same formula, charge and spin = 100.65 kcal/mol
Frontier orbital gap = 8.6 eV

The geometry in ORCA input format:
```
! wB97M-V def2-TZVPD RIJCOSX def2/J DEFGRID3
* xyz 0 1
C -0.337 -0.541 0.132
C 0.584 0.372 0.001
F -0.510 -1.800 0.028
F -2.381 0.356 -0.138
F 0.374 1.667 0.065
Cl 2.269 -0.054 -0.088
*
```



[11]
DFT (wB97M-V/def2-TZVPD) results for a 2-piece molecular cluster, C2ClF3O overall at a distorted geometry.

Results
Energy above the lowest of the compared OMol25 structures with the same formula, charge and spin = 50.65 kcal/mol
Frontier orbital gap = 9.7 eV

The geometry in ORCA input format:
```
! wB97M-V def2-TZVPD RIJCOSX def2/J DEFGRID3
* xyz 0 1
C 1.178 -0.078 0.742
C -1.144 0.070 -1.183
O 0.336 -0.133 1.529
F 2.089 0.863 0.730
F 1.378 -0.870 -0.365
F -2.029 -0.876 -1.523
Cl -1.809 1.024 0.070
*
```



[12]
DFT (wB97M-V/def2-TZVPD) results for C2ClFI2O as an isolated structure at a distorted geometry.

Results
Energy above the lowest of the compared OMol25 structures with the same formula, charge and spin = 0.00 kcal/mol
Frontier orbital gap = 9.1 eV

The geometry in ORCA input format:
```
! wB97M-V def2-TZVPD RIJCOSX def2/J DEFGRID3
* xyz 0 1
C 0.449 0.000 -0.458
C -0.761 0.000 0.442
O 0.407 0.001 -1.641
F -0.465 0.000 1.743
Cl 1.947 0.000 0.433
I -1.895 1.791 -0.006
I -1.894 -1.792 -0.006
*
```



[13]
DFT (wB97M-V/def2-TZVPD) results for C2ClFNO3S as an isolated structure at a distorted geometry.

Results
Frontier orbital gap (alpha / beta) = 5.7 / 6.6 eV

The geometry in ORCA input format:
```
! wB97M-V def2-TZVPD RIJCOSX def2/J DEFGRID3
* xyz -1 3
C -1.690 0.748 0.089
C -0.421 0.751 -0.486
N -2.700 0.872 0.654
O 0.441 -2.187 -0.311
O 0.925 -1.125 1.811
O 2.246 -0.570 -0.257
F -0.344 0.276 -1.719
S 1.009 -1.033 0.352
Cl 0.533 2.268 -0.132
*
```



[14]
DFT (wB97M-V/def2-TZVPD) results for an isolated molecule of C2ClNO2 at a distorted geometry.

Results
Energy above the lowest of the compared OMol25 structures with the same formula, charge and spin = 174.35 kcal/mol
Frontier orbital gap (alpha / beta) = 7.1 / 7.2 eV

The geometry in ORCA input format:
```
! wB97M-V def2-TZVPD RIJCOSX def2/J DEFGRID3
* xyz 0 1
C 0.756 0.150 -0.763
C -1.704 0.636 0.393
N 1.603 -0.244 -0.041
O 2.589 -0.635 0.428
O -0.510 0.660 0.011
Cl -2.734 -0.567 -0.027
*
```



[15]
DFT (wB97M-V/def2-TZVPD) results for a 3-piece molecular cluster, C2ClNO2S overall at a distorted geometry.

Results
Energy above the lowest of the compared OMol25 structures with the same formula, charge and spin = 0.49 kcal/mol
Frontier orbital gap = 6.8 eV

The geometry in ORCA input format:
```
! wB97M-V def2-TZVPD RIJCOSX def2/J DEFGRID3
* xyz -2 1
C 1.458 0.824 -1.146
C -0.981 1.797 0.024
N 0.979 1.998 -0.921
O 2.068 -0.123 -0.816
O 0.946 1.396 -2.305
S -2.016 1.395 -1.092
Cl -2.455 -7.287 6.256
*
```



[16]
DFT (wB97M-V/def2-TZVPD) results for an isolated molecule of C2F2O2 at a distorted geometry.

Results
Energy above the lowest of the compared OMol25 structures with the same formula, charge and spin = 59.04 kcal/mol
SMILES = O=C(F)C(=O)F
Frontier orbital gap (alpha / beta) = 9.3 / 9.3 eV

The geometry in ORCA input format:
```
! wB97M-V def2-TZVPD RIJCOSX def2/J DEFGRID3
* xyz 0 1
O -1.560 0.816 -0.034
C -0.761 -0.076 0.017
F -1.138 -1.344 -0.019
C 0.677 0.181 0.051
O 1.613 -0.980 -0.001
F 1.169 1.404 -0.014
*
```



[17]
DFT (wB97M-V/def2-TZVPD) results for C2F3MgNNdO4S2 as an isolated structure at a distorted geometry.

Results
Frontier orbital gap (alpha / beta) = 6.4 / 6.8 eV

The geometry in ORCA input format:
```
! wB97M-V def2-TZVPD RIJCOSX def2/J DEFGRID3
* xyz 2 5
O -3.502 -0.140 1.362
C -3.307 -0.091 0.178
O -3.150 -0.823 -0.809
Nd -2.226 2.143 -0.241
Mg -1.171 -1.551 -0.992
N 0.073 1.143 -0.185
S -0.378 0.674 -1.866
S 0.827 0.029 0.637
O 0.310 -1.358 0.340
O 0.946 0.382 2.041
C 2.584 -0.084 -0.008
F 2.602 -0.630 -1.210
F 3.095 1.132 -0.065
F 3.296 -0.827 0.819
*
```



[18]
DFT (wB97M-V/def2-TZVPD) results for a 2-piece molecular cluster, C2F3N overall at a distorted geometry.

Results
Energy above the lowest of the compared OMol25 structures with the same formula, charge and spin = 81.51 kcal/mol
Frontier orbital gap = 10.8 eV

The geometry in ORCA input format:
```
! wB97M-V def2-TZVPD RIJCOSX def2/J DEFGRID3
* xyz 0 1
C 1.160 -0.165 0.049
C -0.970 0.594 -0.218
N 1.007 -0.735 1.030
F 1.555 0.588 -0.898
F -1.544 0.575 0.940
F -1.560 -0.419 -0.843
*
```



[19]
DFT (wB97M-V/def2-TZVPD) results for C2F6MoNO4S6Sb as an isolated structure.

Results
Energy above the lowest of the compared OMol25 structures with the same formula, charge and spin = 10.46 kcal/mol
Frontier orbital gap = 7.1 eV

The geometry in ORCA input format:
```
! wB97M-V def2-TZVPD RIJCOSX def2/J DEFGRID3
* xyz 2 1
Mo -0.637 -1.238 -0.089
F -2.394 3.280 -0.599
C -1.091 3.271 -0.439
F -0.768 3.261 0.834
F -0.517 4.260 -1.074
S -0.475 1.686 -1.220
O -1.183 0.630 -0.336
O -0.831 1.600 -2.584
N 1.030 1.690 -0.824
S 2.025 0.498 -0.741
O 1.225 -0.797 -0.495
O 3.095 0.687 0.151
C 2.644 0.172 -2.473
F 1.595 -0.159 -3.207
F 3.197 1.274 -2.912
F 3.504 -0.815 -2.410
S -0.842 -6.040 6.056
Sb -2.659 -4.925 6.029
S -1.045 -1.976 1.803
S -1.398 -2.549 -1.473
S -4.476 -3.811 6.004
*
```



[20]
DFT (wB97M-V/def2-TZVPD) results for C2FLi2O2Tl as an isolated structure at a distorted geometry.

Results
Energy above the lowest of the compared OMol25 structures with the same formula, charge and spin = 0.00 kcal/mol
Frontier orbital gap = 5.4 eV

The geometry in ORCA input format:
```
! wB97M-V def2-TZVPD RIJCOSX def2/J DEFGRID3
* xyz 0 1
C -0.389 -1.344 0.032
O 0.734 -1.852 0.448
Tl 1.367 0.663 -0.328
F 0.213 2.024 0.376
C -1.325 -0.635 -0.340
O -2.296 0.211 -0.458
Li -1.506 1.594 0.539
Li 2.305 -1.973 -0.412
*
```